1.
C6H4F2 | ωB97M-V/def2-TZVPD

```
12
Properties=species:S:1:pos:R:3:nbo_charge:R:1
C 0.485 0.968 -0.594 0.331
C 0.098 1.528 0.571 -0.233
C -0.790 0.615 1.449 -0.301
C -0.625 -0.524 0.750 0.384
C 0.045 -0.372 -0.557 -0.181
C 0.471 -1.520 -1.199 -0.277
H 0.258 2.455 1.041 0.219
H -1.205 0.895 2.431 0.244
H 0.933 -1.214 -2.167 0.203
H 0.333 -2.703 -1.024 0.251
F 1.446 1.477 -1.377 -0.306
F -1.449 -1.604 0.676 -0.332
```

As for the max |F|: 5.0 eV Å⁻¹. Its SMILES is C=C1C(F)=CC=C1F. Its energy above the lowest of the compared OMol25 structures with the same formula, charge and spin is 330.0 kJ/mol. Its HOMO-LUMO gap is 8.3 eV. For the highest occupied orbital energy, the calculation gives -8.73 eV. Its total charge is 0.



2.
C6H4F5N | ωB97M-V/def2-TZVPD

```
16
Properties=species:S:1:pos:R:3:nbo_charge:R:1
C -0.871 -1.236 -0.511 -0.352
C 0.434 -1.178 -1.300 0.153
C 0.382 1.148 -1.309 -0.077
C 0.042 1.790 -0.178 0.123
C -0.802 -0.533 0.645 0.341
C 0.421 -0.645 1.589 0.916
N 0.895 -0.067 -1.579 -0.375
F -0.728 2.921 -0.392 -0.352
F -1.841 -0.100 1.341 -0.298
F 1.607 -0.702 1.006 -0.303
F 0.443 0.344 2.494 -0.309
F 0.364 -1.859 2.316 -0.341
H -1.835 -1.312 -1.041 0.245
H 0.956 -2.037 -1.511 0.187
H -0.017 1.574 -2.350 0.234
H 0.550 1.890 0.779 0.209
```

As for the max |F|: 3.7 eV Å⁻¹. Its SMILES is F/C=C/N=C\C=C(\F)C(F)(F)F. Its energy above the lowest of the compared OMol25 structures with the same formula, charge and spin is 217.6 kJ/mol. Its HOMO-LUMO gap is 9.4 eV. For the highest occupied orbital energy, the calculation gives -9.09 eV. Its total charge is 0.



3.
C6H4F5N | ωB97M-V/def2-TZVPD

```
16
Properties=species:S:1:pos:R:3:nbo_charge:R:1
C 0.776 -0.875 0.764 -0.294
C -0.019 -1.304 -0.339 0.096
C -0.971 0.911 -0.389 -0.147
C -0.118 1.919 -0.341 0.208
C 1.744 0.049 0.735 0.298
C 2.804 0.096 -0.435 0.933
N -0.756 -0.385 -0.808 -0.380
F -0.465 3.144 0.104 -0.327
F 2.286 0.415 1.906 -0.312
F 2.189 0.034 -1.595 -0.304
F 3.519 1.197 -0.354 -0.301
F 3.684 -0.979 -0.381 -0.329
H 0.416 -1.028 1.792 0.245
H -0.138 -2.399 -0.772 0.217
H -2.084 1.043 -0.317 0.231
H 0.948 1.823 -0.517 0.166
```

As for the max |F|: 3.3 eV Å⁻¹. Its SMILES is F/C=C/N=C\C=C(\F)C(F)(F)F. Its energy above the lowest of the compared OMol25 structures with the same formula, charge and spin is 180.3 kJ/mol. Its HOMO-LUMO gap is 9.5 eV. For the highest occupied orbital energy, the calculation gives -9.20 eV. Its total charge is 0.



4.
C6H4FNO2 | ωB97M-V/def2-TZVPD

```
14
Properties=species:S:1:pos:R:3:nbo_charge:R:1
C -0.320 1.803 0.685 0.767
C -0.311 0.473 0.177 -0.217
C -1.325 -0.446 0.391 0.081
C -0.188 -2.222 -0.432 0.007
C 0.838 -1.339 -0.847 0.337
C 0.813 0.003 -0.545 -0.194
H 0.820 3.321 0.668 0.501
H -2.184 -0.028 0.868 0.206
H -0.190 -3.285 -0.646 0.215
H 1.702 0.620 -0.805 0.262
N -1.258 -1.726 0.184 -0.398
O 0.911 2.366 0.443 -0.700
O -1.163 2.383 1.314 -0.561
F 1.852 -1.924 -1.457 -0.307
```

As for the max |F|: 3.4 eV Å⁻¹. Its SMILES is O=C(O)c1cncc(F)c1. Its energy above the lowest of the compared OMol25 structures with the same formula, charge and spin is 0.0 kJ/mol. Its HOMO-LUMO gap is 9.6 eV. For the highest occupied orbital energy, the calculation gives -10.02 eV. Its total charge is 0.



5.
C6H4N2O | ωB97M-V/def2-TZVPD

```
13
Properties=species:S:1:pos:R:3:nbo_charge:R:1
C -1.099 0.821 -1.181 0.671
C -1.146 -0.978 0.333 0.149
C 0.163 -0.660 0.159 -0.216
C 1.517 -0.600 0.886 -0.222
C 2.134 0.381 0.281 -0.067
C 0.240 0.503 -0.697 0.056
H -2.952 -0.184 -0.469 0.415
H -1.590 -1.565 1.183 0.224
H 1.792 -1.288 1.705 0.234
H 3.133 0.862 0.655 0.213
N -1.990 -0.136 -0.403 -0.638
N 1.363 1.116 -0.606 -0.339
O -1.565 1.729 -1.845 -0.480
```

As for the max |F|: 5.1 eV Å⁻¹. Its SMILES is O=C1NC=C2C=CN=C12. Its energy above the lowest of the compared OMol25 structures with the same formula, charge and spin is 139.1 kJ/mol. Its HOMO-LUMO gap is 8.0 eV. For the highest occupied orbital energy, the calculation gives -9.16 eV. Its total charge is 0.



6.
C6H4N2O3 | ωB97M-V/def2-TZVPD

```
15
Properties=species:S:1:pos:R:3:nbo_charge:R:1
C 0.601 0.806 0.007 0.374
C -1.279 1.354 0.332 0.892
C -0.971 -0.921 1.196 0.697
C -0.034 -1.638 -0.488 0.700
C -0.178 -0.296 0.051 -0.448
C 1.792 1.274 -0.828 -0.662
N -0.141 1.768 0.642 -0.558
N -0.883 -2.176 0.569 -0.674
O -2.319 1.298 -0.152 -0.445
O -1.427 -0.518 2.189 -0.531
O 0.470 -2.274 -1.362 -0.525
H 2.396 1.806 -0.045 0.256
H 1.301 1.975 -1.473 0.246
H 2.232 0.418 -1.422 0.255
H -1.559 -2.878 0.784 0.423
```

As for the max |F|: 3.4 eV Å⁻¹. Its energy above the lowest of the compared OMol25 structures with the same formula, charge and spin is 156.4 kJ/mol. Its HOMO-LUMO gap is 9.8 eV. For the highest occupied orbital energy, the calculation gives -9.95 eV. Its total charge is 0.



7.
C6H4NO2S2 | ωB97M-V/def2-TZVPD

```
15
Properties=species:S:1:pos:R:3:nbo_charge:R:1
C -1.609 1.925 0.357 -0.129
C 0.193 0.716 0.507 0.121
C -0.549 -0.138 -0.265 -0.238
C 2.510 1.073 -0.445 0.800
C 0.061 -1.422 -0.669 -0.533
C 1.583 0.314 0.713 -0.482
N -0.430 1.874 0.847 -0.406
O 2.152 0.828 -1.586 -0.763
O 3.395 1.760 0.036 -0.746
S -2.101 0.542 -0.598 0.339
S 1.557 -1.490 0.399 0.170
H -2.289 2.741 0.503 0.194
H -0.560 -2.295 -0.459 0.207
H 0.370 -1.427 -1.718 0.233
H 1.995 0.505 1.700 0.235
```

As for the max |F|: 2.0 eV Å⁻¹. Its SMILES is O=C([O-])[C@@H]1SCc2scnc21. Its energy above the lowest of the compared OMol25 structures with the same formula, charge and spin is 0.0 kJ/mol. Its HOMO-LUMO gap is 6.7 eV. For the highest occupied orbital energy, the calculation gives -3.85 eV. Its total charge is -1.



8.
C6H4O | ωB97M-V/def2-TZVPD

```
11
Properties=species:S:1:pos:R:3:nbo_charge:R:1
C -2.292 -0.332 -0.810 -0.695
C -1.078 0.424 -0.751 0.103
C 0.022 0.783 -0.392 -0.150
C 1.005 0.944 0.648 0.444
O 0.893 1.771 1.529 -0.483
C 2.115 -0.005 0.606 -0.116
C 3.054 -0.758 0.597 -0.136
H -3.270 0.116 -0.963 0.250
H -2.157 -0.262 0.319 0.292
H -2.197 -1.275 -1.383 0.252
H 3.903 -1.407 0.600 0.239
```

As for the max |F|: 2.4 eV Å⁻¹. Its SMILES is C#CC(=O)C#CC. Its energy above the lowest of the compared OMol25 structures with the same formula, charge and spin is 332.3 kJ/mol. Its HOMO-LUMO gap is 9.9 eV. For the highest occupied orbital energy, the calculation gives -10.03 eV. Its total charge is 0.